# 1
DFT (ωB97M-V with the def2-TZVPD basis set) results for a molecular structure, C51H62BaClIN3O9PS.

```
130
Properties=species:S:1:pos:R:3:forces:R:3
Ba -0.5746 -0.2280 0.2863 0.3 -0.4 1.8
C -1.2648 5.7761 -0.8466 0.0 0.0 0.1
C -1.4987 4.2678 -0.7990 0.1 -0.1 -0.1
C -1.4844 3.7222 -2.2309 0.0 0.0 0.0
P -0.3315 3.2235 0.2209 -0.2 0.1 0.3
C -0.8805 3.5330 1.9876 0.1 0.0 0.0
C -1.4179 4.8924 2.4265 0.0 0.0 0.0
C 0.2407 3.0687 2.9191 0.0 0.0 0.0
C 1.3097 3.9859 0.0523 0.1 -0.2 -0.1
C 1.6114 5.2737 0.4990 0.0 0.0 0.0
C 2.8748 5.8365 0.4236 0.0 0.1 0.0
C 3.1435 7.2478 0.8789 0.0 0.0 0.0
C 3.8826 5.0399 -0.1278 0.0 0.0 0.0
C 3.6394 3.7614 -0.5697 -0.1 0.0 0.0
C 2.3433 3.1643 -0.5087 0.0 0.0 -0.1
N 2.0946 1.9182 -0.9698 0.0 0.0 0.1
C 3.1721 1.0583 -1.2286 0.1 0.0 -0.1
C 3.9695 0.5557 -0.1754 -0.1 0.0 0.0
C 3.6902 0.9659 1.2441 0.0 0.0 0.0
C 4.9734 -0.3609 -0.4465 0.0 0.0 0.0
C 5.2140 -0.8422 -1.7286 0.0 0.0 0.0
C 6.3049 -1.8490 -1.9870 0.0 0.0 0.0
C 4.4170 -0.3587 -2.7527 0.0 0.0 0.0
C 3.4159 0.5844 -2.5322 0.0 0.1 0.1
C 2.6123 1.0792 -3.7095 0.0 -0.1 0.1
H -2.0034 6.2354 -1.5118 0.0 0.0 0.0
H -0.2732 5.9948 -1.2463 0.0 0.0 0.0
H -1.3498 6.2570 0.1274 0.0 0.0 0.0
H -2.4820 4.0609 -0.3582 0.0 0.0 0.0
H -0.4972 3.8696 -2.6800 0.0 0.0 0.0
H -2.2213 4.2473 -2.8463 0.0 0.0 0.0
H -1.7045 2.6588 -2.2604 0.0 0.0 0.0
H -1.7096 2.8200 2.0740 0.0 0.0 0.0
H -0.6447 5.6633 2.4179 0.0 0.0 0.0
H -1.7925 4.8186 3.4532 0.0 0.0 0.0
H -2.2476 5.2206 1.8004 0.0 0.0 0.0
H 1.0891 3.7550 2.8764 0.0 0.0 0.0
H 0.6171 2.0806 2.6363 0.0 0.0 0.0
H -0.1114 3.0184 3.9546 0.0 0.0 0.0
H 0.8212 5.8678 0.9441 0.0 0.0 0.0
H 2.3353 7.6103 1.5174 0.0 0.0 0.0
H 3.2271 7.9402 0.0346 0.0 0.0 0.0
H 4.0750 7.3171 1.4469 0.0 0.0 0.0
H 4.8894 5.4427 -0.2103 0.0 0.0 0.0
H 4.4488 3.1744 -0.9872 0.0 0.0 0.0
H 3.8704 2.0301 1.4077 0.0 0.0 0.0
H 4.3093 0.3977 1.9403 0.0 0.0 0.0
H 2.6419 0.7784 1.4929 0.0 0.0 0.0
H 5.5811 -0.7272 0.3764 0.0 0.0 0.0
H 6.3918 -2.5527 -1.1574 0.0 0.0 0.0
H 7.2766 -1.3620 -2.1145 0.0 0.0 0.0
H 6.0993 -2.4232 -2.8911 0.0 0.0 0.0
H 4.5764 -0.7180 -3.7661 0.0 0.0 0.0
H 3.2715 1.3175 -4.5475 0.0 0.0 0.0
H 2.0469 1.9722 -3.4503 0.0 0.0 0.0
H 1.9110 0.3165 -4.0609 0.0 0.0 0.0
Cl -5.6739 -1.1665 -5.8812 0.0 0.0 0.0
C -4.1131 -1.2994 -5.0887 0.1 0.0 -0.1
C -2.9774 -1.0590 -5.8120 -0.1 -0.1 0.1
C -1.7210 -1.1623 -5.2069 0.2 0.0 0.0
I -0.0075 -0.8078 -6.3549 -0.1 0.0 0.0
C -1.5250 -1.4986 -3.8566 -0.1 0.0 -0.2
O -0.3866 -1.5937 -3.2969 0.0 0.1 -0.2
C -2.7605 -1.7511 -3.1194 0.0 0.0 -0.1
N -2.6058 -2.0840 -1.8233 0.0 0.0 0.4
C -3.6599 -2.3591 -1.0992 0.0 0.0 0.0
C -4.9730 -2.2923 -1.6024 0.0 0.0 0.0
C -5.1570 -1.9326 -2.9062 0.0 0.0 0.0
C -4.0366 -1.6601 -3.7236 -0.1 0.0 0.0
H -3.0555 -0.7953 -6.8580 0.0 0.0 0.0
H -3.4798 -2.6336 -0.0633 0.0 0.0 0.0
H -5.8142 -2.5006 -0.9544 0.0 0.0 0.0
H -6.1503 -1.8407 -3.3244 0.0 0.0 0.0
O -2.6137 -2.4314 2.8004 0.0 -0.2 -0.2
H -3.1290 -1.7753 2.3097 0.0 0.1 0.1
H -1.7936 -1.9602 3.0202 -0.1 0.1 0.1
O -0.3954 -0.5776 3.2740 -0.5 0.4 -0.3
H -0.3217 0.2351 3.7842 -0.2 0.0 0.0
H 0.5159 -1.0045 3.3746 0.3 -0.1 0.0
O 0.0934 -2.4110 -0.8602 0.6 -0.7 -0.1
H 1.0499 -2.5405 -0.8245 0.0 0.0 0.1
H -0.1330 -2.2461 -1.8148 -0.2 0.0 -0.1
O -0.1228 0.7511 -1.8556 0.5 0.5 -1.6
H 0.0434 0.0939 -2.5563 -0.1 -0.1 -0.1
H 0.7327 1.2802 -1.6928 -0.1 0.1 0.2
C -6.0065 1.8488 -1.9829 0.0 0.0 0.0
C -4.7131 1.4357 -2.3667 0.0 0.0 0.0
C -3.8209 1.0192 -1.4184 0.0 0.0 0.0
C -4.1396 0.9878 -0.0340 -0.1 0.1 0.0
C -3.1531 0.5544 0.9251 -0.5 0.2 0.1
C -3.5718 0.6451 2.2430 0.0 0.0 0.0
C -4.8633 1.0788 2.6443 0.0 0.0 0.0
C -5.7876 1.4507 1.7126 0.0 0.0 0.0
C -5.4419 1.4263 0.3372 0.0 0.0 0.0
C -6.3581 1.8441 -0.6613 0.0 0.0 0.0
H -6.7147 2.1743 -2.7362 0.0 0.0 0.0
H -4.4332 1.4408 -3.4141 0.0 0.0 0.0
H -2.8291 0.7019 -1.7230 0.0 0.0 0.0
H -2.8866 0.3689 3.0457 0.0 0.0 0.0
H -5.1182 1.1047 3.7001 0.0 0.0 0.0
H -6.7832 1.7735 2.0015 0.0 0.0 0.0
H -7.3475 2.1699 -0.3531 0.0 0.0 0.0
C -1.8989 -6.8467 3.7967 0.0 0.0 0.0
C -0.6398 -6.6128 3.0035 0.0 0.0 0.0
C -0.5936 -5.6243 2.0255 0.0 0.0 0.0
C 0.5618 -5.3986 1.2958 0.0 0.0 0.0
C 1.6846 -6.1700 1.5534 0.1 0.0 0.0
C 1.6639 -7.1604 2.5247 0.0 0.0 0.0
C 0.4980 -7.3800 3.2410 0.0 0.0 0.0
S 3.1774 -5.8526 0.6514 0.1 0.0 -0.1
O 2.8769 -5.8945 -0.7493 0.0 0.0 0.0
O 4.1894 -6.7160 1.2029 0.0 0.0 0.0
N 3.5938 -4.3220 1.0152 -0.1 0.0 0.1
C 3.9070 -4.0535 2.4251 0.1 0.0 0.0
C 3.8344 -2.5555 2.6887 -0.1 0.0 0.0
C 2.4210 -1.9851 2.5284 -0.1 0.0 -0.1
O 1.8936 -1.4972 3.5589 0.4 -0.2 0.2
O 1.8795 -2.0419 1.3956 0.1 -0.1 -0.1
H -2.6633 -6.1175 3.5334 0.0 0.0 0.0
H -1.7042 -6.7647 4.8677 0.0 0.0 0.0
H -2.2958 -7.8470 3.6091 0.0 0.0 0.0
H -1.4636 -5.0071 1.8433 0.0 0.1 0.0
H 0.5801 -4.6236 0.5403 0.0 0.1 0.0
H 2.5624 -7.7337 2.7078 0.0 0.0 0.0
H 0.4729 -8.1512 4.0036 0.0 0.0 0.0
H 2.9114 -3.6362 0.6760 0.0 0.0 -0.1
H 4.9117 -4.4258 2.6258 0.0 0.0 0.0
H 3.2185 -4.5811 3.0973 0.0 0.0 0.0
H 4.4954 -2.0435 1.9861 0.0 0.0 0.0
H 4.1661 -2.3577 3.7065 0.0 0.0 0.0
```
Forces are in eV/Å.

As for the HOMO energy: -2.286 eV. Its charge is -2. The calculation puts the orbital gap at 0.2186 Eh.



# 2
DFT (ωB97M-V with the def2-TZVPD basis set) results for C7H10O2 in the gas phase.

```
19
Properties=species:S:1:pos:R:3:forces:R:3
O -1.0783 -1.7649 -1.3009 -2.4 1.6 0.2
C -0.1100 -0.6880 -1.5857 0.0 0.5 0.5
C 1.2465 -1.1105 -0.8200 2.0 0.3 -1.2
C 0.9150 -0.3918 0.4609 -0.8 3.4 0.4
O 1.1488 0.0209 1.8950 -0.4 -0.6 -1.4
C -0.1828 0.5438 2.0324 -3.6 -1.1 3.4
C -0.8525 1.0628 0.6501 1.1 -2.0 3.7
C 0.4200 1.0969 0.0110 6.3 1.3 0.1
C -0.6151 0.7101 -0.7801 -2.4 -1.4 -6.8
H -2.0634 -1.4185 -0.9779 4.2 -0.8 -1.5
H 0.3355 -0.6208 -2.7487 -2.3 0.1 2.8
H 2.2734 -0.8422 -1.3783 -2.5 -0.8 1.1
H 0.9864 -2.1665 -0.6990 1.2 -0.2 -0.1
H 0.0479 -1.0054 0.5719 -1.2 0.2 0.7
H -0.2083 1.5348 2.6239 0.5 -1.7 -0.6
H -0.8679 -0.3068 2.7032 1.8 2.3 -1.9
H -1.4196 1.9138 0.7974 -1.1 1.7 0.2
H 1.1817 1.9621 -0.0131 -1.3 -1.5 -0.2
H -1.1572 1.4704 -1.4420 0.8 -1.2 0.8
```
Forces are in eV/Å.

As for the HOMO energy: -9.390 eV. The calculation puts the orbital gap at 0.3744 Eh.



# 3
DFT (ωB97M-V with the def2-TZVPD basis set) results for 2 unconnected molecules or ions with the total composition C4H8O3.

```
15
Properties=species:S:1:pos:R:3:forces:R:3
O 0.3549 -1.0216 -1.6698 0.0 0.1 1.1
C 0.0109 0.2894 -1.4628 -0.5 -3.4 -3.7
O 0.1465 1.0418 -2.4093 0.1 1.5 0.4
C 0.6048 0.9885 -0.1384 -3.2 2.4 3.0
C -0.8961 0.5833 -0.2419 3.0 1.1 1.6
C -1.1788 -0.5230 0.7165 -0.5 -1.6 -0.7
O 1.4932 -0.7453 1.6906 0.0 0.4 -0.8
H 1.5823 -0.8783 2.6413 0.0 0.4 0.0
H 0.7143 2.0644 -0.1830 0.4 0.0 -0.6
H 1.1725 0.4202 0.6516 1.0 -1.7 0.2
H -1.5979 1.3813 -0.4203 0.0 0.1 -0.3
H -0.4504 -1.3145 0.5457 0.2 0.1 0.3
H -2.1317 -1.0285 0.5676 -0.3 0.4 -0.2
H -1.0693 -0.2415 1.7603 0.1 0.4 -0.1
H 1.2448 -1.0164 -2.0480 -0.1 -0.2 -0.3
```
Forces are in eV/Å.

As for the HOMO energy: -8.836 eV. The calculation puts the orbital gap at 0.1993 Eh.



# 4
DFT (ωB97M-V with the def2-TZVPD basis set) results for a molecular structure, C9H25ClIN2O2P2Pr.

```
43
Properties=species:S:1:pos:R:3:forces:R:3
C -5.4747 -1.6293 -2.0549 0.1 0.1 0.1
C -4.2477 -2.1719 -1.5633 4.9 -0.1 1.9
H -6.1514 -2.4354 -2.3016 -0.3 -0.4 -0.1
H -5.2364 -1.0465 -2.9674 0.0 -0.1 0.4
H -5.9089 -1.0116 -1.2429 0.2 -0.1 -0.3
O -3.1916 -2.4106 -1.1494 -5.0 0.7 -1.9
I -2.6542 2.5527 -1.1453 -0.2 -0.6 -0.1
Pr -0.7017 0.4936 -0.2696 1.4 1.4 0.6
P -1.7317 0.0523 2.4616 0.1 0.3 1.2
C -0.9153 -1.0776 3.6442 0.0 -0.5 -0.2
C -1.1932 1.6800 3.1494 -0.1 0.0 -0.4
H -1.8405 1.9467 3.9916 0.2 0.0 -0.1
H -3.6104 0.3734 3.9842 0.0 -0.1 -0.2
H -1.2609 2.4471 2.3680 0.0 0.0 0.3
H -4.0651 0.5614 2.2565 0.0 0.0 0.3
H 0.1418 -0.8080 3.7555 -0.3 -0.1 0.0
H -0.1506 1.6132 3.4809 -0.2 0.1 -0.1
C -3.4768 -0.0249 2.9711 -0.2 -0.1 -0.3
H -1.4028 -1.0412 4.6259 0.1 0.1 -0.2
H -3.8121 -1.0673 2.9330 0.0 0.2 0.1
H -0.9785 -2.0984 3.2475 0.1 0.1 0.3
P 0.4217 0.0175 -2.9581 0.9 0.1 -0.8
C 1.8150 -1.1373 -3.2193 -0.1 -0.2 0.1
C -0.5691 -0.2001 -4.4691 -0.4 -0.1 0.1
H 0.6670 2.4275 -2.7717 0.2 0.0 -0.2
H 1.2673 1.8245 -4.3498 0.1 0.0 0.2
H 2.2577 1.6420 -2.8679 -0.2 0.0 -0.1
C 1.2400 1.6393 -3.2723 -0.4 0.1 0.3
H -1.5190 0.3261 -4.3304 0.1 0.0 -0.2
H -0.0466 0.2039 -5.3426 -0.1 -0.1 0.2
H 2.2898 -0.9745 -4.1932 -0.1 0.0 0.2
H 1.4292 -2.1613 -3.1714 0.2 0.1 0.0
H -0.7727 -1.2646 -4.6192 0.0 0.1 -0.1
H 2.5603 -1.0141 -2.4256 -0.1 -0.1 -0.2
Cl 0.9344 2.5080 0.2864 -0.6 -0.6 -0.2
N 2.7984 -0.3417 2.2283 -0.1 0.0 -0.3
C 2.4340 -0.1822 0.9440 -0.6 -0.2 -0.1
N 3.3297 0.2997 0.0681 -0.1 -0.3 0.0
O 1.2474 -0.5207 0.5771 0.9 0.3 0.1
H 3.7204 -0.1008 2.5625 -0.2 0.0 0.0
H 2.1091 -0.6687 2.8916 0.3 0.0 -0.3
H 3.0272 0.6138 -0.8511 0.1 -0.2 0.6
H 4.2740 0.5238 0.3525 -0.3 0.1 -0.1
```
Forces are in eV/Å.

As for the HOMO energy (alpha / beta): -14.014 / -14.031 eV. The multiplicity is 3. Its charge is +2. The calculation puts the orbital gap (alpha / beta) at 0.1995 / 0.2001 Eh.



# 5
DFT (ωB97M-V with the def2-TZVPD basis set) results for 2 unconnected molecules or ions with the total composition C8H10.

```
18
Properties=species:S:1:pos:R:3:forces:R:3
C -0.3930 0.5563 1.5510 4.3 3.1 2.4
C -1.4357 0.0109 1.0238 -3.0 -2.7 -3.3
C -1.6595 0.1144 -0.3518 -0.7 1.4 1.1
C -1.0134 1.0225 -1.1215 2.2 0.1 1.2
C 0.1319 1.6431 -0.6029 1.4 0.1 2.3
C 0.4414 1.4455 0.7779 -1.1 -0.9 -1.4
H -0.2549 0.2826 2.6031 0.7 0.7 -0.2
H -2.0693 -0.6957 1.5205 -0.1 -0.1 0.6
H -2.5259 -0.3313 -0.6964 -1.5 -1.1 -1.0
H -1.2292 1.1856 -2.1113 -0.7 0.1 -2.3
H 0.9413 2.1779 -1.1735 -1.5 -0.3 0.3
H 1.3628 1.9007 1.1181 -0.1 -0.2 0.5
C 1.0597 -2.0069 0.1019 1.6 3.0 -3.7
C 1.4148 -1.0420 -0.8795 -2.3 -5.1 0.8
H 1.6738 -2.0471 1.0204 -1.0 0.0 -0.4
H 0.3061 -2.7137 -0.2078 0.0 -0.4 0.6
H 2.1612 -0.4098 -0.5799 1.8 1.8 0.2
H 1.0879 -1.0928 -1.9922 0.3 0.3 2.4
```
Forces are in eV/Å.

As for the HOMO energy: -9.051 eV. The calculation puts the orbital gap at 0.3737 Eh.



Listing DFT total energy for the structures above in their given order: -4345.2393; -422.9077; -382.6924; -2575.1110; -310.7372 Eh.
Listing ΔE to the lowest compared entry with this formula, charge and spin for the structures above in their given order: 0.0000; 7.9518; 7.4117; 0.6601; 2.6797 eV.